C42H68AgF6O36PS5 as an isolated structure in a non-equilibrium geometry, computed with ωB97M-V/def2-TZVPD.

Last column: Mulliken charge in e.
CARTESIAN COORDINATES (ANGSTROEM)
Ag1 -1.9353 -1.3679 0.2893  2.1052
S1 -3.0579 1.5154 7.6591  1.0638
S2 7.9000 0.0555 1.8339  1.0157
S3 1.8417 3.4252 3.8608  1.2636
S4 -4.9164 4.2326 -1.2878  0.9201
S5 2.6210 6.1129 -2.0566  0.9036
P1 0.6823 0.4819 -0.7708  1.7343
F1 2.2704 0.4097 -1.1619  -0.5517
F2 0.9171 -0.2568 0.6449  -0.2259
F3 0.3321 -0.9107 -1.6196  -0.7387
F4 0.8831 1.8811 -0.0834  -0.7698
F5 -0.8851 0.6299 -0.3634  -0.5500
F6 0.4525 1.3570 -2.1667  -0.2887
O1 -2.5608 1.9115 8.9901  -0.5555
O2 -0.5222 -0.7406 -5.6505  -0.6729
O3 -0.8192 1.5489 -5.7882  -0.3500
O4 -4.1218 4.7536 0.1399  -0.4317
O5 8.5876 1.3111 0.9352  -0.3969
O6 -0.1791 -4.2880 0.4837  -0.4448
O7 -4.6101 -3.9476 -2.1236  -0.3590
O8 4.8895 1.4223 -5.0866  -0.4413
O9 8.1198 0.0496 3.2342  -0.5388
O10 2.9255 4.2634 4.2751  -0.5985
O11 -2.9180 -2.4855 -1.5670  -0.5306
O12 -4.0857 0.5269 7.6516  -0.5345
O13 -1.1580 -3.9226 3.7878  -0.3082
O14 6.4592 0.8189 1.4826  -0.0518
O15 0.3135 -6.1380 -4.7015  -0.6269
O16 2.5000 7.5816 -1.8810  -0.5620
O17 -1.7895 -1.9390 2.9358  -0.7172
O18 -3.8881 5.2009 -1.9681  -0.3816
O19 -6.3548 4.5890 -1.2379  -0.5502
O20 -1.7555 1.0017 6.7296  -0.3046
O21 0.5210 3.9639 3.9501  -0.5402
O22 3.4366 5.3646 -0.7960  -0.4556
O23 -0.6693 -4.2080 -4.1753  -0.4115
O24 8.1210 -1.2466 1.1998  -0.5283
O25 1.8514 2.0011 4.7357  -0.4608
O26 -3.9477 0.0738 0.8399  -0.2105
O27 4.7787 3.3013 -6.3288  -0.6198
O28 1.9593 2.5110 2.5252  -0.0163
O29 -3.3643 2.8174 6.7219  -0.3727
O30 -4.6130 2.8296 -1.5517  -0.3464
O31 4.2277 -1.7979 1.4237  -0.3212
O32 1.1925 5.3753 -1.6962  -0.2466
O33 0.1703 -6.1732 -0.6603  -0.3375
O34 -4.4151 1.6309 2.3069  -0.0124
O35 2.6859 -2.5948 2.8854  -0.6780
O36 3.1357 5.5325 -3.3445  -0.4631
C1 8.0311 2.5329 1.2692  -0.3476
C2 -0.0689 -5.4989 0.4691  0.1319
C3 0.3996 -7.5247 -0.5603  -0.4375
C4 -1.7900 2.4202 -5.3833  -0.4706
C5 -5.1733 -1.6592 -2.0751  1.0965
C6 0.0751 -6.3873 1.6048  0.0014
C7 -6.1847 1.2534 0.7841  -0.2843
C8 -0.9403 0.3192 -5.1779  0.5056
C9 -4.0239 -2.6868 -1.9114  0.2766
C10 -6.4650 -2.4552 -2.2486  -0.7194
C11 2.7793 0.7304 -5.0350  0.5358
C12 4.0999 0.5196 -4.3177  -0.1933
C13 -2.6982 1.6376 -4.5235  -0.0969
C14 -5.4372 2.4898 2.7998  -0.5083
C15 1.2687 -2.9739 -3.7751  0.5284
C16 -0.2811 -4.3426 4.8504  -0.4323
C17 2.4554 -2.9957 0.3930  0.9797
C18 -5.9934 -3.9597 -2.4706  -0.4850
C19 -4.7704 0.9171 1.2365  0.0145
C20 -0.8022 -2.1101 5.2592  0.1093
C21 -1.3681 -2.5659 3.9327  0.2311
C22 -2.5590 5.3121 -1.3716  0.0941
C23 3.6156 -2.7528 -0.4950  -0.6450
C24 0.3946 -5.0157 -4.3314  0.2034
C25 4.2291 2.4590 -5.6457  0.4033
C26 1.6487 -4.4250 -3.7365  -0.0899
C27 -0.2367 -2.9962 -3.5221  1.3443
C28 1.1520 4.8170 -0.3299  0.2515
C29 2.5867 4.2733 -0.2827  0.4036
C30 -1.8703 0.4049 -4.0702  0.9730
C31 -0.0675 -7.7448 0.8460  -0.7224
C32 -1.6709 1.5976 5.4341  0.1355
C33 -6.6277 2.3590 1.8205  -0.9753
C34 -2.8259 2.6858 5.4292  0.4802
C35 2.7473 2.1990 -5.4524  -0.3338
C36 6.5745 2.2738 1.4680  -0.0625
C37 2.7620 1.0945 4.2089  -0.0800
C38 0.2910 -3.1073 5.5064  -0.1725
C39 -2.7260 4.8545 0.0129  -0.0316
C40 4.3545 -1.5350 0.0810  0.2299
C41 3.0162 -2.4141 1.7378  0.1977
C42 3.0347 1.4997 2.7759  0.9168
H1 4.4492 -0.5117 -4.3681  0.2820
H2 2.4830 0.0047 -5.7923  0.3522
H3 0.5360 -4.8956 4.3871  0.2227
H4 2.3083 2.2426 -6.4491  0.2490
H5 -7.0506 -2.1093 -3.1005  0.3740
H6 8.1553 3.2564 0.4634  0.3601
H7 -1.4552 3.2176 -4.7198  0.2674
H8 6.0608 2.8118 0.6713  0.1121
H9 -5.5970 2.1760 3.8314  0.5162
H10 -0.7187 -6.3525 2.3510  0.1850
H11 1.9414 0.5533 -4.3607  -0.5966
H12 -0.0378 -8.0578 -1.4045  0.3271
H13 2.2162 2.8869 -4.7944  0.2471
H14 -1.6203 -1.9693 5.9657  0.3547
H15 -2.3712 3.6569 5.2337  0.2894
H16 -0.3219 -1.1462 5.0908  -0.2522
H17 1.6202 -2.4492 -0.0451  -0.4646
H18 1.4826 -2.6509 -4.7939  0.1093
H19 -1.8573 4.5697 -1.7518  -0.0450
H20 2.5605 -4.6828 -4.2752  0.5206
H21 2.8846 4.0145 0.7334  0.0527
H22 2.8785 0.6947 2.0578  -0.5719
H23 1.7494 -2.2980 -3.0680  -0.3228
H24 -0.7939 -2.0869 -3.7473  -1.0529
H25 8.4575 3.0771 2.1120  0.2632
H26 -4.9278 -1.0600 -2.9519  0.1522
H27 -6.3686 -4.5547 -1.6379  0.3351
H28 -5.1055 3.5246 2.7147  0.3012
H29 2.6213 3.4494 -0.9955  0.1151
H30 -5.0851 -1.0364 -1.1849  -0.7382
H31 -2.3574 2.8690 -6.1987  0.2800
H32 3.7697 -0.6193 -0.0066  -0.4194
H33 -2.1162 6.3032 -1.4700  0.3486
H34 -1.0943 -8.0996 0.9350  0.3169
H35 -6.7530 0.3817 0.4595  0.5271
H36 6.2159 2.5046 2.4711  0.2439
H37 -0.7491 2.1775 5.3885  -0.0685
H38 3.7379 1.1294 4.6931  0.3379
H39 -2.3237 5.5605 0.7394  0.4066
H40 0.6689 -8.2921 1.4344  0.3429
H41 3.3731 -2.5911 -1.5453  0.1695
H42 -2.1282 3.9948 0.3158  0.0248
H43 1.0682 -2.6953 4.8627  -0.1396
H44 -6.9946 -2.4000 -1.2975  0.2667
H45 1.4605 -7.6748 -0.7608  0.2636
H46 -0.4616 -3.1553 -2.4675  -0.3013
H47 4.0248 1.9554 2.7820  -0.3911
H48 0.8681 5.5418 0.4331  0.3461
H49 -2.9269 2.1054 -3.5659  -0.2539
H50 -3.6243 2.4322 4.7318  -0.3579
H51 5.3688 -1.3416 -0.2680  0.4575
H52 0.6744 -3.2269 6.5197  0.4476
H53 -7.5269 2.0474 2.3519  0.2604
H54 -6.8453 3.1994 1.1613  0.3215
H55 -6.0795 -4.2376 -3.5210  0.2841
H56 4.1592 1.0604 -3.3731  0.1627
H57 2.0987 -4.0252 0.3605  0.0787
H58 1.0568 -6.1808 2.0309  0.2071
H59 -6.2423 1.7359 -0.1915  0.0680
H60 -0.9664 -4.9804 5.4085  0.3704
H61 -2.3801 -0.5580 -4.1024  0.2872
H62 2.2668 0.1255 4.1472  0.0615
H63 -1.7442 0.9381 4.5693  0.1967
H64 4.1936 -3.6688 -0.6170  0.3689
H65 1.7161 -4.8359 -2.7292  -0.0494
H66 -1.3662 0.7504 -3.1676  -0.9015
H67 0.3293 4.1056 -0.2576  -0.3395
H68 -3.6080 1.4255 -5.0852  0.3715

Its HOMO-LUMO gap is 9.195 eV. Its total energy is -202131.6446 eV. Its net charge is 0. The calculation puts the HOMO energy at -9.51 eV.